[1]
Computed, not measured: C28H43CsF2N4O2PTe as an isolated structure in a non-equilibrium geometry, with the ωB97M-V functional and the def2-TZVPD basis.

```
! RIJCOSX wB97M-V def2-TZVPD def2/J DEFGRID3
* xyz 0 2
Cs 2.7276 1.5948 1.1978
C 6.8803 0.6889 0.8720
O 5.6403 0.8222 1.5239
H 7.6924 1.1472 1.4481
H 6.8683 1.1503 -0.1210
H 7.1047 -0.3730 0.7601
H 5.4667 1.8140 1.6474
F 3.8196 4.3021 1.4145
C 5.0855 3.5853 1.4230
F 5.4875 3.6814 0.0791
H 5.7594 4.2726 1.9426
C -0.1174 -3.2520 2.0105
N 0.8713 -2.4760 2.7895
C 1.8915 -3.4041 3.3322
N 2.5210 -4.2050 2.3185
C 1.4953 -4.9423 1.5834
N 0.4896 -4.0809 0.9750
C 1.0633 -3.2847 -0.1205
P 2.4208 -2.1451 0.4096
C 1.5361 -1.4434 1.8957
C 3.3464 -3.4117 1.4244
H -0.8323 -2.5605 1.5778
H -0.6406 -3.9154 2.7023
H 0.3906 -1.6645 3.7330
H 1.3784 -4.0649 4.0376
H 2.6246 -2.8058 3.8770
H 0.9935 -5.6112 2.2880
H 1.9683 -5.5395 0.8037
H 0.2760 -2.7039 -0.6139
H 1.4588 -3.9715 -0.8708
H 0.8009 -0.6676 1.6634
H 2.2648 -0.9398 2.5707
H 4.1229 -2.9031 2.0003
H 3.8592 -4.0904 0.7324
C -0.6542 1.1848 5.1942
C -0.2005 0.3160 4.0468
O -0.1722 -0.9673 4.3027
N 0.0590 0.8724 2.9389
Te -0.6376 0.1647 -0.7853
C -1.8460 -0.6885 -2.3020
C -1.8446 -0.1697 -3.6035
C -0.9992 1.0149 -3.9882
C -2.6573 -0.7533 -4.5680
C -3.4612 -1.8451 -4.2820
C -4.3431 -2.4607 -5.3298
C -3.4358 -2.3512 -2.9858
C -2.6454 -1.7928 -1.9883
C -2.6682 -2.4384 -0.6299
C -1.3535 2.1693 -0.8621
C -0.5273 3.2264 -1.2612
C 0.8941 3.0544 -1.7456
C -1.0461 4.5196 -1.2556
C -2.3542 4.7862 -0.8903
C -2.9002 6.1868 -0.9101
C -3.1542 3.7192 -0.4962
C -2.6756 2.4161 -0.4596
C -3.5967 1.3296 0.0192
H -1.5939 0.8086 5.5972
H -0.7711 2.2214 4.8865
H 0.0967 1.1150 5.9806
H 0.0251 0.8879 -3.6364
H -1.3858 1.9315 -3.5421
H -0.9838 1.1441 -5.0705
H -2.6510 -0.3411 -5.5710
H -4.0992 -2.0834 -6.3219
H -5.3926 -2.2330 -5.1331
H -4.2394 -3.5461 -5.3424
H -4.0513 -3.2114 -2.7450
H -3.5092 -3.1272 -0.5560
H -2.7452 -1.7083 0.1761
H -1.7596 -3.0255 -0.4473
H 1.3572 2.1515 -1.3730
H 1.5132 3.9091 -1.4751
H 0.9176 2.9704 -2.8362
H -0.4026 5.3404 -1.5531
H -2.1415 6.9051 -1.2157
H -3.2646 6.4768 0.0766
H -3.7392 6.2646 -1.6038
H -4.1786 3.9082 -0.1937
H -4.5569 1.7474 0.3181
H -3.1614 0.8105 0.8760
H -3.7782 0.5872 -0.7597
*
```

Results
Maximum force (Eh/bohr): 0.040
Relative energy (zero: lowest compared OMol25 entry of this formula, charge and spin) (kJ/mol): 4.9
E_HOMO (alpha / beta) (hartree): -0.2382 / -0.2382
Kohn-Sham gap (alpha / beta) (eV): 6.627 / 6.128



[2]
Computed, not measured: C28H43F18GaO11PS as an isolated structure in a non-equilibrium geometry, with the ωB97M-V functional and the def2-TZVPD basis.

```
! RIJCOSX wB97M-V def2-TZVPD def2/J DEFGRID3
* xyz -1 1
C 2.7945 -3.8284 -0.2393
C 2.5480 -3.3096 -1.6570
S 0.8924 -3.6885 -2.2525
C -0.1562 -2.6193 -1.2223
Ga -1.5735 -1.6669 -2.3530
C -1.7168 0.3402 -1.9163
O -1.5017 0.6580 -0.4973
C -1.2607 1.9230 -0.1698
F -1.6485 2.1477 1.1300
F 0.0817 2.2323 -0.2221
F -1.8894 2.8586 -0.9432
P -3.6867 -2.7366 -2.2755
C -4.8374 -1.3933 -2.8741
C -4.2075 -2.9796 -0.5071
C -5.6989 -3.3027 -0.4186
H 1.9574 -3.5174 0.3700
H 3.7210 -3.4258 0.1526
H 2.8104 -4.9069 -0.2800
H 3.2153 -3.8349 -2.3306
H 2.7904 -2.2563 -1.7428
H -0.6441 -3.2710 -0.5062
H 0.4550 -1.9351 -0.6435
H -1.1228 -1.7425 -3.8940
H -2.6941 0.6876 -2.2314
H -1.0017 0.8881 -2.5196
H -4.2772 -0.8315 -3.6120
H -5.7324 -1.7936 -3.3260
H -5.0822 -0.7000 -2.0748
H -4.0248 -2.1098 0.1175
H -3.6771 -3.8351 -0.1137
H -5.8896 -4.3332 -0.6924
H -6.0928 -3.1722 0.5861
H -6.2957 -2.6891 -1.0833
C 2.5509 1.6637 1.7510
C 2.4330 0.8598 3.0268
O 3.2779 -0.3102 2.9831
C 4.5436 -0.1433 3.3027
O 5.0853 0.8663 3.6403
C 5.2654 -1.4979 3.2027
F 4.9088 -2.1382 2.0932
F 4.9598 -2.2721 4.2494
F 6.5854 -1.3302 3.1857
H 2.3340 1.0382 0.8855
H 1.8479 2.4949 1.7652
H 3.5581 2.0633 1.6311
H 1.4222 0.4784 3.1455
H 2.6726 1.4554 3.9064
C 7.3741 -0.0361 0.6986
C 8.5357 0.3102 -0.2053
O 8.2841 -0.1019 -1.5646
C 7.5598 0.7257 -2.2955
O 7.0989 1.7716 -1.9566
C 7.4174 0.1604 -3.7190
F 7.1422 -1.1419 -3.7050
F 8.5629 0.3360 -4.3949
F 6.4522 0.7831 -4.3799
H 7.1453 -1.0978 0.6312
H 7.6151 0.2137 1.7258
H 6.4802 0.5173 0.4070
H 9.4302 -0.2292 0.0974
H 8.7644 1.3745 -0.1778
C -7.7625 0.1654 1.9931
C -7.8423 -0.6904 3.2368
O -9.1906 -1.1659 3.4607
C -9.5420 -2.2385 2.7735
O -8.8724 -2.8381 1.9933
C -10.9739 -2.6495 3.1595
F -11.7870 -1.5909 3.2241
F -10.9710 -3.2404 4.3614
F -11.4723 -3.5033 2.2779
H -8.4794 0.9855 2.0494
H -6.7610 0.5791 1.8859
H -7.9916 -0.4172 1.1015
H -7.5915 -0.1137 4.1156
H -7.1545 -1.5330 3.1869
C 8.9903 2.3991 -7.4508
C 9.5779 1.3112 -8.3203
O 10.6340 1.8249 -9.1605
C 11.8260 1.9253 -8.6026
O 12.1272 1.6405 -7.4848
C 12.8352 2.4427 -9.6433
F 12.3318 3.4569 -10.3490
F 13.1538 1.4611 -10.4944
F 13.9461 2.8573 -9.0505
H 8.6516 3.2363 -8.0616
H 8.1448 2.0114 -6.8846
H 9.7297 2.7811 -6.7477
H 8.8295 0.9216 -9.0060
H 9.9485 0.4783 -7.7255
C -10.6757 3.5435 8.6185
C -10.5957 2.4923 7.5334
O -9.6127 2.8432 6.5410
C -8.3597 2.5403 6.8334
O -7.9596 2.0162 7.8264
C -7.4519 2.9275 5.6534
F -7.7604 4.1330 5.1750
F -7.6017 2.0359 4.6641
F -6.1807 2.9380 6.0193
H -10.8690 4.5246 8.1844
H -11.4773 3.3030 9.3156
H -9.7408 3.6040 9.1743
H -11.5369 2.4241 6.9933
H -10.3738 1.5081 7.9420
*
```

Results
Maximum force (Eh/bohr): 0.021
E_HOMO (hartree): -0.1451
Kohn-Sham gap (eV): 5.648



[3]
Computed, not measured: C28H43N2O8ReSSeSi as an isolated structure in a non-equilibrium geometry, with the ωB97M-V functional and the def2-TZVPD basis.

```
! RIJCOSX wB97M-V def2-TZVPD def2/J DEFGRID3
* xyz -1 4
Re 13.1889 11.9614 8.8033
N 13.2971 14.0881 8.3818
C 12.5762 14.8098 9.4425
C 12.9552 14.1813 10.7981
O 12.9663 14.8118 11.8408
N 13.4501 12.8279 10.5978
C 14.4849 12.2965 11.4211
C 15.6666 12.0218 10.4299
O 16.8195 11.8191 10.7770
O 15.1836 11.8826 9.0785
H 13.0246 14.2844 7.4020
H 14.3034 14.2823 8.4286
H 12.8367 15.8518 9.5357
H 11.4837 14.7216 9.2840
H 14.7722 13.0523 12.1414
H 14.1536 11.3674 11.9478
Se 12.7304 11.9475 6.4958
O 11.0601 12.3819 8.9500
S 9.8046 11.8281 9.7088
C 8.6727 13.2301 9.6437
C 8.5864 14.0134 8.4904
C 7.6826 15.0562 8.4109
C 6.9037 15.3760 9.5131
C 6.9587 14.5883 10.6617
C 7.8059 13.4714 10.7153
C 8.8556 10.7759 8.5534
C 9.4053 10.3634 7.3467
C 8.6887 9.4459 6.5631
C 7.4170 9.0634 6.9404
C 6.8684 9.5440 8.1103
C 7.5493 10.4669 8.8958
H 9.2295 13.7800 7.6345
H 7.5278 15.5942 7.4698
H 6.2225 16.2264 9.4702
H 6.3056 14.8352 11.5023
H 7.8191 12.8592 11.6370
H 10.3700 10.7693 7.0149
H 9.1674 8.9708 5.6914
H 6.8749 8.3624 6.3125
H 5.8975 9.1820 8.4747
H 7.0487 10.9155 9.7610
C 11.9603 6.2676 11.0446
C 11.1265 7.5391 10.8045
C 9.6375 7.3241 10.5528
C 11.3158 8.5402 11.9369
O 11.6165 8.1205 9.4923
Si 12.9908 8.4573 8.7633
O 13.1067 10.1808 9.0337
O 12.8855 8.2673 7.1749
C 12.7389 7.2410 6.0989
C 14.0684 6.4869 5.9992
C 12.5044 8.0262 4.8138
C 11.6121 6.3135 6.5139
O 14.2741 7.7512 9.4161
C 15.7713 7.7889 9.6923
C 16.4875 8.7383 8.7267
C 16.1908 6.3480 9.5002
C 15.9214 8.2701 11.1308
H 11.5437 5.7470 11.9065
H 13.0005 6.5696 11.2153
H 11.9081 5.6268 10.1853
H 9.2060 6.9510 11.4842
H 9.5566 6.5856 9.7389
H 9.1296 8.2625 10.2488
H 11.2039 7.9662 12.8745
H 10.5300 9.3133 11.9258
H 12.3288 8.9980 11.9127
H 14.8918 7.1764 5.8899
H 14.0633 5.8776 5.1010
H 14.1867 5.8602 6.8846
H 13.4009 8.5600 4.5098
H 11.6607 8.7193 4.9717
H 12.2389 7.3234 4.0212
H 11.8310 5.9004 7.4884
H 11.5295 5.5122 5.8002
H 10.6640 6.8684 6.5701
H 16.3547 8.4056 7.6927
H 17.5328 8.6898 8.9941
H 16.1313 9.7630 8.8542
H 16.0813 6.0343 8.4615
H 15.5704 5.7047 10.1034
H 17.2336 6.2622 9.7642
H 15.6662 9.3222 11.1920
H 16.9946 8.1547 11.3240
H 15.3288 7.6345 11.8008
*
```

Results
Maximum force (Eh/bohr): 0.151
E_HOMO (alpha / beta) (hartree): -0.0719 / -0.1131
Kohn-Sham gap (alpha / beta) (eV): 4.107 / 5.228



[4]
Computed, not measured: C28H44AlBr2Cl4FInN6O10P2 as an isolated structure in a non-equilibrium geometry, with the ωB97M-V functional and the def2-TZVPD basis.

```
! RIJCOSX wB97M-V def2-TZVPD def2/J DEFGRID3
* xyz 1 1
C 4.9540 3.8289 0.7802
C 4.4162 2.7402 -0.3699
Br 4.8895 2.8951 -2.3106
C 3.5689 1.6121 0.1392
Br 3.1231 1.5031 2.1270
In 2.7456 -0.0574 -1.1626
N 3.4845 -0.0803 -3.1680
C 0.4747 0.2509 -1.3226
C -0.0565 0.4571 0.2167
C -1.5947 -0.0398 0.4921
C -1.9621 -0.4467 2.0663
C -3.4710 -0.9323 2.5478
C -4.6927 -1.0153 1.4510
C -4.3150 -0.6448 -0.1157
C -2.7995 -0.1576 -0.6145
P 3.3802 -2.2469 -0.0346
P 5.2771 -2.0993 1.0308
O 6.3894 -2.7314 0.0516
O 5.2710 -3.0071 2.5426
O 5.7816 -0.4800 1.4251
H 3.9671 4.3376 1.2119
H 5.4953 3.2520 1.6451
H 5.7125 4.6132 0.3354
H 2.6415 -0.0201 -3.8145
H 3.9018 -1.0139 -3.3789
H 0.2958 1.2376 -1.9359
H -0.0146 -0.6779 -1.8438
H -0.0424 1.6331 0.4189
H 0.6594 -0.0162 1.0308
H -1.1360 -0.3927 2.9037
H -3.6369 -1.1708 3.6925
H -5.7806 -1.3362 1.8027
H -5.2221 -0.7109 -0.8861
H -2.6034 0.0953 -1.7424
H 3.6089 -3.1858 -1.1144
H 4.3251 -2.9162 2.9172
H 6.4527 -0.5742 2.1797
N 6.6963 6.9797 2.2553
C 7.8793 7.5898 2.4871
C 8.6229 7.4153 3.6432
C 8.1233 6.5666 4.6253
C 6.9066 5.9253 4.4167
C 6.2376 6.1603 3.2262
H 8.2253 8.2445 1.6925
H 9.5685 7.9289 3.7749
H 8.6773 6.4059 5.5456
H 6.4898 5.2582 5.1628
H 5.2861 5.6804 3.0148
Al -7.1806 -0.9211 0.6035
C 0.2150 -0.5339 -5.7131
O 1.3354 -0.9445 -5.4393
N -0.9663 -1.1879 -5.4362
C -2.2551 -0.6327 -5.7942
C -0.9191 -2.4707 -4.7661
H 0.0652 0.4319 -6.2237
H -2.8486 -0.5028 -4.8848
H -2.7637 -1.3273 -6.4691
H -2.1433 0.3344 -6.2915
H -0.4221 -2.3490 -3.7989
H -0.3375 -3.1692 -5.3753
H -1.9274 -2.8652 -4.6150
F 2.5194 2.5090 -3.5318
C 10.7295 7.5954 -0.3196
Cl 9.9091 6.1489 0.2921
Cl 9.9502 8.1722 -1.8027
Cl 10.7444 8.8697 0.9114
H 11.7638 7.3313 -0.5544
C -7.9691 2.0495 -3.0741
N -6.6307 1.4035 -3.0030
O -6.4999 0.4570 -2.2181
O -5.7491 1.8649 -3.7370
H -8.6427 1.5441 -2.3786
H -7.8441 3.0981 -2.7964
H -8.3288 1.9503 -4.1002
Cl 10.9573 7.8696 4.5751
O 7.5267 6.9393 7.9750
H 6.9512 6.1787 7.7058
H 7.9125 6.8001 8.8771
H 7.0388 7.8001 7.9186
C -6.5084 -5.3425 -0.1006
C -6.1075 -6.6136 -0.0010
C -6.6131 -7.6507 -0.9218
O -6.2482 -8.8148 -0.8300
C -7.5770 -7.2287 -1.9574
C -7.9779 -5.9577 -2.0571
C -7.4723 -4.9205 -1.1362
O -7.8372 -3.7565 -1.2280
H -6.1479 -4.5696 0.5672
H -5.4004 -6.9388 0.7528
H -7.9375 -8.0017 -2.6252
H -8.6850 -5.6325 -2.8108
C -9.5508 -9.0923 1.5974
O -9.7062 -8.8162 0.4183
N -10.4413 -8.7536 2.5472
N -8.4753 -9.7599 2.0524
H -10.3308 -8.9721 3.5230
H -11.2655 -8.2497 2.2470
H -7.7805 -10.0336 1.3700
H -8.3296 -9.9964 3.0194
*
```

Results
Maximum force (Eh/bohr): 0.138
E_HOMO (hartree): -0.2762
Kohn-Sham gap (eV): 1.277



[5]
Computed, not measured: C28H44BBe2BrCl5F2MgNO8P as an isolated structure in a non-equilibrium geometry, with the ωB97M-V functional and the def2-TZVPD basis.

```
! RIJCOSX wB97M-V def2-TZVPD def2/J DEFGRID3
* xyz -1 1
C 7.9705 0.2250 2.5840
C 8.3030 -0.4290 1.2412
C 8.9860 -1.6650 1.3385
C 9.4255 -2.3732 0.2356
C 9.1269 -1.8153 -1.0345
C 8.4046 -0.5412 -1.1382
C 7.9816 0.1847 0.0018
C 7.2798 1.5820 -0.0245
B 5.6440 1.7552 -0.3469
Br 5.3667 3.7684 -0.1758
C 4.6351 0.9543 0.6708
C 3.1155 1.1718 0.3962
O 2.3918 1.5395 1.5458
C 0.9841 1.2957 1.4050
C 0.3026 2.7014 1.3090
O -0.9520 2.7511 1.9751
C -1.9991 2.2114 1.2682
C -3.0780 1.7604 2.0289
C -4.2263 1.2291 1.4627
C -4.3597 1.1241 0.0772
C -5.6162 0.5902 -0.6565
C -6.4049 1.8819 -1.1134
C -5.2026 -0.1349 -1.9680
C -6.5945 -0.2056 0.2448
C -6.2451 -1.7043 0.4965
C -7.1050 -2.1267 1.7368
C -6.7308 -2.6519 -0.6570
C -4.7727 -1.9913 0.8908
C -3.2614 1.5433 -0.6899
C -2.1058 2.0776 -0.1148
P 5.2184 1.2940 -2.1761
N 3.9521 2.0555 -2.7437
O 4.8724 -0.2643 -2.2617
O 6.4859 1.6885 -3.1534
H 8.8101 0.8921 2.8607
H 7.0545 0.8209 2.5227
H 7.8726 -0.5433 3.3675
H 9.2159 -2.0910 2.3205
H 9.9815 -3.3084 0.3278
H 9.4583 -2.3505 -1.9246
H 8.2485 -0.1546 -2.1464
H 7.8786 2.1965 -0.7173
H 7.4417 2.0002 0.9843
H 4.9281 -0.1128 0.6466
H 4.9213 1.3688 1.7956
H 2.7378 0.2310 -0.0525
H 3.0516 1.9438 -0.4009
H 0.6585 0.8882 2.3784
H 0.7434 0.6463 0.5521
H 0.9732 3.3716 1.8745
H 0.2948 3.0997 0.2817
H -3.0186 1.8308 3.1381
H -5.0550 0.8859 2.0894
H -5.7236 2.6964 -1.4024
H -7.1087 1.5884 -1.9079
H -7.0322 2.1996 -0.2587
H -6.1134 -0.6231 -2.3611
H -4.9399 0.6183 -2.7320
H -4.3853 -0.8615 -1.8578
H -6.7633 0.3492 1.1893
H -7.5873 -0.1925 -0.2722
H -8.1675 -2.0329 1.4161
H -6.9591 -1.4010 2.5610
H -6.9271 -3.1741 2.0271
H -5.8603 -2.8067 -1.3227
H -7.5955 -2.2376 -1.1956
H -6.9251 -3.6457 -0.2124
H -4.6164 -1.6509 1.9318
H -4.0248 -1.5873 0.1974
H -4.6481 -3.0922 0.9273
H -3.2464 1.4777 -1.7795
H -1.2911 2.3891 -0.7701
H 4.2486 2.5730 -3.5714
H 5.5157 -0.6435 -2.9029
H 6.3732 2.6050 -3.4477
Mg -9.6526 -1.6883 2.5677
C 4.6636 -3.5586 -4.3635
O 5.2293 -2.7070 -5.1230
O 3.7879 -2.9616 -3.4644
O 4.7817 -4.7745 -4.3163
H 3.9363 -2.0525 -3.7703
Be -2.9830 3.2381 4.1762
Cl 4.4907 0.2153 2.7466
F -9.4299 -0.5383 -0.7737
Cl 7.1449 -2.4563 -2.2537
C -13.9409 -1.2839 4.9230
Cl -13.3217 -1.2805 6.5774
Cl -12.9464 -0.2628 3.8831
Cl -14.0168 -2.9309 4.2911
H -14.9452 -0.8787 4.9359
Be 11.9382 -2.0330 -0.1740
F 2.5875 1.3796 -4.7374
O 4.4442 0.8504 -6.1787
H 4.0207 0.0782 -5.7545
*
```

Results
Maximum force (Eh/bohr): 0.071
E_HOMO (hartree): -0.1555
Kohn-Sham gap (eV): 0.791